No. 1
DFT (wB97M-V/def2-TZVPD) results for a structure of composition C27H52LuP2Si at a distorted geometry.

Computed properties:
**Charge**: +1
**Relative energy (zero: lowest compared OMol25 entry of this formula, charge and spin)**: 51.1 kcal per mole
**LUMO energy**: -3.45 eV
**Multiplicity**: 1
**HOMO-LUMO gap**: 4.33 eV
**HOMO level**: -7.788 eV

Cartesian coordinates (Å):
Lu -1.692 -0.129 -0.530
C 0.295 -0.056 1.042
C -0.687 0.835 1.589
C -1.422 -1.336 1.923
C -0.149 -1.393 1.285
C -1.769 0.035 2.084
C 1.654 0.305 0.560
H 1.733 1.371 0.310
H 1.927 -0.262 -0.344
H 2.416 0.082 1.328
C 0.720 -2.589 1.163
H 1.655 -2.455 1.732
H 1.019 -2.792 0.127
H 0.228 -3.490 1.543
C -2.127 -2.492 2.536
H -1.457 -3.059 3.203
H -2.509 -3.185 1.776
H -2.983 -2.158 3.134
C -2.903 0.536 2.905
H -2.661 0.494 3.982
H -3.810 -0.063 2.741
H -3.147 1.583 2.684
C -0.487 2.287 1.837
H 0.015 2.438 2.807
H -1.427 2.848 1.871
H 0.142 2.742 1.063
C 2.529 2.244 -4.569
C 2.628 3.551 -4.876
C 1.650 4.531 -4.416
C 0.153 4.235 -4.673
C -0.410 3.840 -3.287
C 0.856 3.743 -2.412
C 1.307 2.315 -2.335
C 1.437 1.669 -3.731
H 1.889 5.554 -4.724
H -0.027 3.504 -5.468
H 1.661 4.399 -3.053
H 0.475 1.808 -4.242
H 3.244 1.517 -4.959
H 3.515 3.938 -5.381
H 1.587 0.586 -3.571
H 2.265 2.246 -1.797
H 0.726 4.178 -1.408
H 0.581 1.717 -1.755
H -0.368 5.165 -4.963
H -0.994 4.703 -2.932
P -1.828 2.415 -3.227
C -1.734 1.533 -4.856
C -3.202 3.562 -3.763
P -3.014 1.868 -0.440
C -2.876 1.286 -2.217
C -3.209 3.669 -0.397
C -4.669 1.141 -0.061
H -1.383 0.501 -4.735
H -1.083 2.051 -5.569
H -2.738 1.509 -5.306
H -3.437 3.385 -4.818
H -2.913 4.613 -3.669
H -4.123 3.402 -3.192
H -5.370 1.492 -0.830
H -4.965 1.464 0.948
H -4.634 0.040 -0.091
H -2.507 0.222 -2.436
H -3.903 1.294 -2.621
H -3.416 3.964 0.647
H -4.034 4.013 -1.039
H -2.280 4.179 -0.706
C -2.680 -3.784 -3.313
Si -1.983 -2.999 -1.754
C -1.411 -4.459 -0.705
C -0.458 -1.954 -2.227
C -3.178 -1.860 -0.886
H -2.376 -4.839 -3.385
H -2.326 -3.272 -4.218
H -3.777 -3.750 -3.304
H -1.760 -5.387 -1.181
H -0.318 -4.524 -0.631
H -1.818 -4.441 0.312
H -0.577 -1.463 -3.206
H -0.032 -1.216 -1.486
H 0.342 -2.704 -2.344
H -3.578 -2.359 0.012
H -4.049 -1.744 -1.552

Löwdin atomic charge list, values in e, 4 entries: 1.313, -0.342, -0.359, -0.269



No. 2
DFT (wB97M-V/def2-TZVPD) results for the ion C7H10N5S with charge +1 at a distorted geometry.

Computed properties:
**Charge**: +1
**SMILES**: [H]/N=C(\S)C/[NH+]=C(/N)c1ncccn1
**Relative energy (zero: lowest compared OMol25 entry of this formula, charge and spin)**: 14.3 kcal per mole
**LUMO energy**: -4.78 eV
**Multiplicity**: 1
**HOMO-LUMO gap**: 7.99 eV
**HOMO level**: -12.767 eV

Cartesian coordinates (Å):
H 4.594 0.106 0.458
N 3.922 0.103 -0.276
C 2.750 0.490 -0.042
S 2.269 1.142 1.556
C 1.749 0.439 -1.123
N 1.057 -0.830 -1.076
C 0.036 -1.215 -0.385
N -0.160 -2.518 -0.307
C -0.969 -0.264 0.127
N -2.120 -0.860 0.568
C -3.107 -0.076 0.905
C -2.961 1.320 0.933
C -1.837 1.819 0.348
N -0.831 1.093 -0.013
H 1.474 2.094 1.102
H 1.102 1.386 -1.072
H 2.383 0.248 -1.932
H 1.585 -1.698 -1.473
H 0.429 -3.142 -0.683
H -1.071 -2.894 -0.004
H -3.990 -0.649 1.254
H -3.736 2.088 0.980
H -1.577 2.867 0.310

natural (NBO) atomic charge list, values in e, 4 entries: 0.371, -0.596, 0.143, 0.003



No. 3
DFT (wB97M-V/def2-TZVPD) results for a structure of composition C36H39BF3N4O2RuS3 at a distorted geometry.

Computed properties:
**Relative energy (zero: lowest compared OMol25 entry of this formula, charge and spin)**: 42.1 kcal per mole
**LUMO energy (alpha / beta)**: -0.34 / -0.43 eV
**Multiplicity**: 2
**HOMO-LUMO gap (alpha / beta)**: 6.89 / 6.94 eV
**HOMO level (alpha / beta)**: -7.236 / -7.372 eV
**<S²>**: 0.7577

Cartesian coordinates (Å):
Ru 1.121 0.339 -0.873
C -3.773 0.238 2.265
C -3.092 0.267 3.634
C -3.588 -0.936 4.446
C -3.493 1.562 4.352
C -1.575 0.219 3.532
C -0.833 0.212 4.717
C 0.555 0.207 4.716
C 1.215 0.185 3.511
S 2.939 0.159 3.212
C 2.611 0.149 1.489
N 1.279 0.155 1.184
C 0.503 0.185 2.291
C -0.901 0.201 2.321
C 3.609 0.157 0.498
C 4.992 0.134 0.786
C 5.906 0.131 -0.241
C 5.489 0.158 -1.567
C 4.123 0.200 -1.869
C 3.199 0.201 -0.859
H -4.851 0.297 2.391
H -3.547 -0.689 1.740
H -3.456 1.082 1.660
H -4.674 -0.924 4.510
H -3.189 -0.914 5.454
H -3.284 -1.868 3.973
H -4.574 1.615 4.454
H -3.149 2.425 3.786
H -3.057 1.615 5.346
H -1.339 0.225 5.670
H 1.104 0.233 5.644
H -1.405 0.244 1.367
H 5.303 0.129 1.822
H 6.965 0.115 -0.017
H 6.208 0.154 -2.371
H 3.823 0.234 -2.911
F 1.270 5.093 -3.317
C 1.235 4.316 -4.391
F 2.288 4.680 -5.153
F 0.140 4.698 -5.089
C 1.223 2.836 -4.160
C 1.206 2.042 -5.304
C 1.165 0.658 -5.174
C 1.138 0.107 -3.911
N 1.161 0.864 -2.812
C 1.212 2.224 -2.895
S 1.257 3.003 -1.380
H 1.223 2.506 -6.277
H 1.155 0.030 -6.048
H 1.098 -0.966 -3.750
N -0.901 -2.414 0.373
C 0.441 -2.572 0.393
S 1.264 -2.422 -1.075
N 0.979 -2.927 1.574
C 2.307 -3.129 1.967
C 2.559 -3.082 3.339
C 3.838 -3.275 3.818
C 4.879 -3.521 2.938
C 4.625 -3.584 1.578
C 3.347 -3.395 1.085
H -1.289 -1.983 -0.462
H -1.392 -2.265 1.244
H 0.349 -2.873 2.369
H 1.744 -2.884 4.022
H 4.017 -3.222 4.882
H 5.877 -3.668 3.316
H 5.432 -3.785 0.890
H 3.158 -3.458 0.028
C -3.147 -0.653 -3.843
C -2.923 -0.152 -2.419
C -4.024 -0.713 -1.515
O -1.669 -0.675 -1.922
B -0.937 0.346 -1.354
O -1.567 1.534 -1.474
C -2.736 1.407 -2.299
C -3.882 2.147 -1.618
C -2.402 2.101 -3.622
H -3.284 -1.732 -3.831
H -2.299 -0.435 -4.484
H -4.037 -0.189 -4.258
H -4.008 -1.800 -1.572
H -5.000 -0.367 -1.835
H -3.862 -0.424 -0.482
H -4.038 1.781 -0.608
H -4.799 2.043 -2.190
H -3.621 3.200 -1.554
H -1.569 1.610 -4.120
H -2.104 3.125 -3.402
H -3.263 2.120 -4.283

Löwdin atomic charge list, values in e, 4 entries: 1.009, -0.061, -0.557, -0.042



No. 4
DFT (wB97M-V/def2-TZVPD) results for a structure of composition C17H14ClEuNO2S2 at a distorted geometry.

Computed properties:
**Charge**: -1
**LUMO energy (alpha / beta)**: 1.69 / 2.34 eV
**Multiplicity**: 7
**HOMO-LUMO gap (alpha / beta)**: 5.66 / 6.35 eV
**HOMO level (alpha / beta)**: -3.972 / -4.010 eV
**<S²>**: 12.0313

Cartesian coordinates (Å):
C -0.623 1.615 1.206
C -1.663 2.295 0.462
C -1.122 2.684 -0.804
H -2.675 2.497 0.812
C 0.196 2.164 -0.888
C 0.537 1.601 0.390
H 1.530 1.324 0.732
H -0.671 1.278 2.246
H -1.608 3.339 -1.538
H 0.810 2.183 -1.786
Eu -1.892 -0.339 -1.106
Cl -2.932 -1.291 0.965
C -4.155 -1.010 -2.481
C -3.235 -0.463 -3.422
C -3.032 0.922 -3.108
H -2.860 -0.989 -4.307
C -3.805 1.225 -1.945
C -4.470 0.027 -1.549
H -5.164 -0.073 -0.715
H -4.624 -1.988 -2.510
H -2.381 1.632 -3.650
H -3.847 2.199 -1.434
O 0.627 -2.677 3.283
S 0.955 -1.428 2.644
O 0.647 -0.213 3.359
N 0.388 -1.327 1.060
C 1.344 -1.273 0.130
S 0.882 -0.960 -1.456
C 2.699 -1.344 0.704
C 3.955 -1.195 0.111
C 5.105 -1.204 0.900
C 5.025 -1.320 2.309
C 3.756 -1.409 2.923
C 2.635 -1.417 2.092
H 3.984 -1.054 -0.968
H 6.086 -1.128 0.429
H 5.950 -1.360 2.903
H 3.651 -1.523 4.006

natural (NBO) atomic charge list, values in e, 4 entries: -0.306, -0.396, -0.361, 0.209



No. 5
DFT (wB97M-V/def2-TZVPD) results for the molecule C15H9Cl2N3O2 at a distorted geometry.

Computed properties:
**SMILES**: O=C/C(=C\Nc1ccc(Cl)cn1)c1nc2cc(Cl)ccc2o1
**Relative energy (zero: lowest compared OMol25 entry of this formula, charge and spin)**: 0.0 kcal per mole
**LUMO energy**: -0.54 eV
**Multiplicity**: 1
**HOMO-LUMO gap**: 7.61 eV
**HOMO level**: -8.153 eV

Cartesian coordinates (Å):
O 1.674 3.086 -0.286
C 0.533 2.685 -0.429
C 0.111 1.311 -0.238
C 0.998 0.325 0.128
N 2.294 0.564 0.332
C 3.286 -0.318 0.698
C 3.084 -1.684 0.927
C 4.171 -2.454 1.290
C 5.416 -1.845 1.412
Cl 6.801 -2.765 1.862
C 5.519 -0.481 1.164
N 4.483 0.251 0.819
C -1.277 0.996 -0.445
N -2.204 1.835 -0.792
C -3.354 1.095 -0.867
C -4.656 1.455 -1.191
C -5.597 0.443 -1.170
Cl -7.238 0.819 -1.563
C -5.282 -0.877 -0.844
C -3.987 -1.242 -0.521
C -3.037 -0.241 -0.538
O -1.707 -0.291 -0.270
H -0.282 3.363 -0.721
H 0.636 -0.687 0.258
H 2.584 1.543 0.195
H 2.112 -2.138 0.827
H 4.062 -3.511 1.476
H 6.464 0.037 1.246
H -4.909 2.470 -1.443
H -6.064 -1.619 -0.847
H -3.734 -2.259 -0.268

natural (NBO) atomic charge list, values in e, 4 entries: -0.574, 0.399, -0.294, 0.156



No. 6
DFT (wB97M-V/def2-TZVPD) results for a structure of composition C13H48MnN22O13 at a distorted geometry.

Computed properties:
**Relative energy (zero: lowest compared OMol25 entry of this formula, charge and spin)**: 18.4 kcal per mole
**LUMO energy (alpha / beta)**: -0.44 / -0.81 eV
**Multiplicity**: 6
**HOMO-LUMO gap (alpha / beta)**: 8.33 / 7.97 eV
**HOMO level (alpha / beta)**: -8.763 / -8.783 eV
**<S²>**: 8.7549

Cartesian coordinates (Å):
Mn 1.349 0.663 -2.069
O 1.706 -0.696 -0.424
C 0.643 -0.422 0.485
C -0.383 0.784 0.287
O -0.454 1.251 -1.023
H 0.911 -0.603 1.538
H 0.097 -1.390 0.474
H 0.013 1.535 0.988
H -1.325 0.477 0.759
C 5.371 -0.893 0.412
O 6.606 -0.803 0.379
N 4.605 0.027 -0.212
N 4.743 -2.092 0.599
H 3.618 -0.131 -0.380
H 5.113 0.757 -0.677
H 3.797 -2.098 0.958
H 5.302 -2.898 0.818
C -4.114 1.383 -2.839
O -4.773 1.870 -3.754
N -4.214 0.043 -2.466
N -3.133 2.048 -2.189
H -5.177 -0.247 -2.452
H -3.572 -0.231 -1.734
H -3.006 3.040 -2.298
H -2.423 1.526 -1.701
C 2.070 -3.861 2.540
O 2.512 -4.693 3.331
N 1.150 -4.174 1.586
N 2.436 -2.555 2.532
H 0.898 -5.147 1.607
H 0.862 -3.449 0.958
H 2.915 -2.305 3.382
H 1.897 -1.974 1.917
C 0.188 2.247 -4.724
O 0.684 1.858 -3.656
N 0.433 3.449 -5.256
N -0.754 1.525 -5.400
H -0.046 3.706 -6.097
H 0.955 4.101 -4.697
H -1.224 0.739 -4.988
H -1.079 1.883 -6.278
C -2.562 -2.130 0.544
O -3.167 -1.515 -0.339
N -2.246 -1.480 1.715
N -2.017 -3.366 0.417
H -2.767 -0.613 1.863
H -2.105 -2.087 2.506
H -1.677 -3.856 1.222
H -2.372 -3.801 -0.420
C -0.515 -1.397 -3.390
O 0.531 -0.752 -3.366
N -0.857 -2.228 -4.400
N -1.421 -1.376 -2.378
H -0.163 -2.192 -5.135
H -1.567 -2.914 -4.569
H -1.305 -0.768 -1.584
H -2.287 -1.872 -2.469
C -1.128 4.895 -1.363
O -1.217 6.109 -1.467
N -1.568 4.182 -0.270
N -0.906 4.047 -2.411
H -1.913 4.671 0.535
H -1.314 3.203 -0.205
H -0.911 3.055 -2.225
H -0.496 4.392 -3.252
C 3.557 1.414 3.572
O 2.909 1.174 2.555
N 4.721 2.109 3.627
N 3.259 0.835 4.779
H 5.112 2.413 4.495
H 5.283 2.270 2.809
H 2.482 0.186 4.772
H 3.855 1.009 5.560
C 1.664 -4.125 -2.639
O 1.386 -5.032 -3.419
N 2.443 -3.072 -2.949
N 1.205 -3.991 -1.360
H 2.749 -2.820 -3.870
H 2.500 -2.349 -2.247
H 1.549 -3.282 -0.738
H 0.932 -4.851 -0.914
C -4.489 1.707 2.284
O -4.046 0.552 2.258
N -5.620 2.048 2.936
N -3.780 2.708 1.716
H -6.137 1.214 3.163
H -5.980 2.982 2.928
H -4.100 3.659 1.691
H -2.962 2.484 1.179
C 0.253 0.599 5.293
O 0.265 0.771 6.503
N 0.094 1.599 4.391
N 0.623 -0.561 4.661
H 0.172 1.566 3.392
H -0.302 2.434 4.796
H 0.821 -1.349 5.261
H 0.333 -0.757 3.721

Löwdin atomic charge list, values in e, 4 entries: 1.071, -0.377, -0.332, -0.333